# C34H32N6O2PPdS2

C34H32N6O2PPdS2 as an isolated structure at a distorted geometry (the ωB97M-V functional and the def2-TZVPD basis, the Open Molecules 2025 dataset).

The geometry in XYZ format:
```
78
Properties=species:S:1:pos:R:3
Pd -0.366 1.833 -0.105
C -0.989 -0.687 4.927
N -1.163 0.364 3.939
C -1.460 1.666 4.205
C -1.561 2.294 2.993
N -1.331 1.396 1.999
C -1.089 0.229 2.579
P -0.861 -1.395 1.812
C -1.894 -1.337 0.150
N -1.796 -0.098 -0.588
C -3.085 0.287 -0.964
C -3.943 -0.652 -0.516
N -3.258 -1.683 0.105
C -3.813 -2.863 0.716
C 0.438 -1.290 0.370
N 0.568 -0.103 -0.484
C 1.934 -0.024 -0.858
C 2.613 -0.972 -0.196
N 1.756 -1.748 0.572
C 2.110 -2.878 1.397
H -0.898 -0.235 5.910
H -0.088 -1.260 4.719
H -1.843 -1.364 4.921
H -1.577 2.034 5.210
H -1.812 3.320 2.778
H -3.277 1.219 -1.467
H -5.018 -0.671 -0.577
H -4.895 -2.776 0.776
H -3.415 -2.977 1.729
H -3.568 -3.760 0.143
H 2.292 0.724 -1.542
H 3.675 -1.152 -0.176
H 3.182 -2.864 1.584
H 1.862 -3.826 0.925
H 1.584 -2.809 2.354
O -1.869 3.608 -0.402
S -1.083 4.076 -1.591
C -0.952 5.864 -1.409
C -1.117 6.427 -0.154
C -1.004 7.801 -0.010
C -0.750 8.595 -1.120
C -0.618 8.023 -2.378
C -0.720 6.648 -2.528
C 0.639 3.712 -1.129
C 0.972 3.631 0.239
C 2.302 3.350 0.581
C 3.263 3.211 -0.401
C 2.927 3.358 -1.748
C 1.616 3.585 -2.118
H -1.355 5.795 0.691
H -1.122 8.249 0.968
H -0.672 9.668 -1.007
H -0.448 8.648 -3.243
H -0.624 6.192 -3.506
H 0.278 3.973 0.999
H 2.581 3.291 1.625
H 4.288 3.006 -0.122
H 3.699 3.300 -2.503
H 1.349 3.683 -3.164
C 3.506 -8.435 -1.265
C 2.593 -7.251 -1.156
O 2.803 -6.282 -0.476
S 1.135 -7.404 -2.195
C 0.367 -5.829 -1.857
C 0.570 -4.763 -2.719
C 0.165 -3.490 -2.345
C -0.442 -3.285 -1.110
C -0.705 -4.377 -0.281
C -0.310 -5.649 -0.657
C -0.651 -1.905 -0.619
C -0.593 -0.539 -1.354
H 3.931 -8.662 -0.288
H 4.330 -8.169 -1.930
H 2.987 -9.303 -1.664
H 1.068 -4.930 -3.665
H 0.336 -2.643 -2.998
H -1.186 -4.219 0.678
H -0.499 -6.497 -0.011
```

energy relative to the best compared isomer or geometry (same formula, charge and spin)	0.000	eV
HOMO energy (spin up / spin down)	-9.252 / -9.262	eV
spin multiplicity	3
E_LUMO (spin up / spin down)	-2.02 / -3.75	eV
energy	-83240.142	eV
Kohn-Sham gap (spin up / spin down)	7.2275 / 5.5135	eV
charge	+1

Mulliken population analysis, charges in e, atoms 1 to 4: number 1, Pd, carries 0.391; number 2, C, carries -0.804; number 3, N, carries 0.184; number 4, C, carries -0.460